[1]
A 5-piece molecular cluster, C17H38F3IN2O14S4Si overall. Source: the Open Molecules 2025 dataset; level of theory: wB97M-V/def2-TZVPD.

Element x y z (Å)
I -8.43590 -1.33258 -1.09570
S 5.81452 2.10341 -2.45050
S 6.40457 7.94280 1.13330
S 0.67802 0.46892 -0.74293
S -7.08866 -9.96603 1.70121
Si -6.67228 -1.85290 0.54263
F -6.01612 -4.13481 1.82128
F -7.87517 -4.21031 0.86646
F -6.13559 -4.40406 -0.28126
O 6.81729 7.91806 -0.23548
O 0.93312 1.78566 -1.60306
O -5.52860 -0.76744 3.71942
O 7.63507 7.53402 2.05548
O -0.47792 -0.20922 -1.25629
O -5.93159 -10.40718 2.41520
O 4.79984 1.10266 -2.59349
O -8.21375 -9.43025 2.40378
O -3.50589 -3.18219 -1.10033
O 6.27125 2.48544 -1.15167
O 5.35643 3.39756 -3.25041
O 0.77285 0.78826 0.64776
O -6.64766 -8.93168 0.57585
O 5.25021 7.21164 1.55714
N -7.21554 -1.16924 2.06663
N -2.06814 -3.34409 0.68376
C -7.62374 -11.24996 0.62132
C -0.16022 2.70967 -1.76114
C 3.97497 4.70877 -1.69516
C -6.34551 -0.99566 2.90586
C 4.03622 3.91933 -2.98709
C 2.12604 -0.39625 -1.23595
C -3.15395 -2.76395 -0.04558
C 6.26940 9.61583 1.66481
C -6.63857 -3.76854 0.72712
C 8.65617 5.56555 0.99365
C 7.92477 6.12787 2.19668
C -5.09009 -1.12350 -0.10994
C -3.81095 -1.55232 0.60942
C 7.20033 1.69303 -3.45501
C -5.06024 -7.39688 1.63810
C -0.35986 3.57892 -0.53453
C -6.41276 -7.56409 0.97195
H 0.57817 4.05059 -0.24197
H 4.76274 5.46148 -1.66582
H -3.09169 -0.75327 0.50124
H 4.11195 4.06057 -0.83009
H 8.97739 4.54383 1.19577
H 2.15538 -1.33045 -0.67936
H -8.47336 -10.89308 0.04644
H 7.87955 2.54080 -3.47444
H -3.92723 -1.75583 1.66636
H -1.07026 2.16577 -2.01988
H 3.00797 5.20315 -1.59904
H -5.03127 -7.89929 2.60462
H 5.48756 10.08081 1.06906
H 2.07333 -0.59221 -2.30284
H -6.44827 -6.98491 0.05231
H 8.01645 5.55228 0.11202
H 2.99447 0.21199 -0.99702
H -2.20656 -3.10074 1.65712
H -5.01463 -1.34756 -1.16354
H 7.00292 5.57905 2.39454
H -7.22329 -7.21287 1.61259
H 6.00309 9.62870 2.71772
H -5.19831 -0.04949 -0.03453
H -4.84634 -6.34206 1.79568
H 3.80932 4.56506 -3.83330
H -4.27391 -7.82922 1.01961
H -0.70987 2.99223 0.31405
H 7.21945 10.11486 1.49477
H -7.91264 -12.09421 1.24280
H 3.30838 3.10518 -2.99232
H 0.10492 3.32689 -2.61786
H -1.23533 -2.83493 0.40294
H 7.68473 0.83209 -3.00026
H 8.54850 6.05070 3.08509
H -1.09756 4.35470 -0.74108
H 6.85021 1.44838 -4.45373
H -6.79848 -11.52618 -0.02916
H 9.53016 6.17294 0.75825

Values from the calculation:
HOMO energy in eV: -9.949
SMILES string: NC(=O)CC[Si@](I)(N=C=O)C(F)(F)F.CCOS(C)(=O)=O.CCOS(C)(=O)=O.CCOS(C)(=O)=O.CCOS(C)(=O)=O
HOMO-LUMO gap in eV: 10.3

***

[2]
A 3-piece molecular cluster, C17H38N3O3 overall. Source: the Open Molecules 2025 dataset; level of theory: wB97M-V/def2-TZVPD.

Element x y z (Å)
O -2.11770 -19.80901 -10.52137
O -2.10157 -17.70262 -10.08200
O -0.24077 -18.78173 -10.13812
N 2.89554 -21.07291 -11.18026
N -2.16776 -21.81491 -7.21744
N -1.49767 -18.74658 -10.25818
C 5.59921 -17.85674 -12.67403
C 3.07823 -21.37108 -8.77540
C -2.87467 -23.15049 -6.99108
C 2.91495 -22.72988 -9.43741
C 4.45613 -18.42144 -13.54631
C 3.90281 -20.40383 -12.08069
C 1.54456 -21.24511 -11.79625
C -3.88071 -23.24075 -8.11469
C 3.41984 -22.44755 -10.83473
C 3.36745 -19.16289 -12.77958
C -1.21405 -21.95858 -8.34433
C -0.57182 -22.12180 -5.29895
C -1.54421 -21.19329 -5.99192
C -3.26875 -20.90030 -7.73137
C 2.71669 -20.35085 -9.85017
C -4.33961 -21.79638 -8.36994
C 0.22271 -21.34680 -4.25188
H -4.70513 -23.86972 -7.77897
H 1.61398 -21.95241 -12.62198
H 2.88196 -18.48219 -12.07730
H -2.84512 -20.14173 -8.38621
H -2.39109 -20.90574 -5.37226
H 3.32323 -19.44958 -9.86528
H -0.45267 -20.96306 -3.48371
H 4.24263 -21.13316 -12.81511
H -1.68015 -22.20003 -9.29363
H 2.65424 -19.52080 -13.52514
H 1.87712 -23.07705 -9.47574
H 3.44461 -23.55814 -8.97162
H 0.86598 -21.66271 -11.06283
H -0.74636 -20.97709 -8.45105
H 4.51427 -22.39645 -10.80753
H -0.44459 -22.69926 -8.12753
H 4.91838 -19.04940 -14.31027
H 1.05146 -21.89115 -3.81052
H 5.90648 -16.87178 -13.00998
H -1.11304 -22.98765 -4.91233
H -4.36836 -21.61487 -9.44230
H 3.25636 -23.07966 -11.70544
H -3.75961 -20.43384 -6.87795
H 0.13574 -22.56447 -6.00799
H 6.44252 -18.54635 -12.64266
H 4.71519 -20.14601 -11.39997
H -3.32811 -22.98201 -6.01197
H 2.45967 -21.23306 -7.89127
H 4.11761 -21.22300 -8.47757
H 1.67656 -20.02433 -9.78543
H 5.27592 -17.75619 -11.63083
H 3.96055 -17.58527 -14.03878
H 1.26216 -20.26184 -12.14991
H -3.48836 -23.70789 -9.01533
H -2.11704 -23.92584 -6.93240
H -1.08725 -20.29420 -6.40791
H 0.63850 -20.43931 -4.70006
H -5.31725 -21.64234 -7.92635

Values from the calculation:
Relative energy (zero: lowest compared OMol25 entry of this formula, charge and spin) in kcal per mole: 78.8
Total charge: +1
HOMO energy in eV: -10.287
HOMO-LUMO gap in eV: 8.0